# 1
C17H33BN6PdSi2 | ωB97M-V/def2-TZVPD

Geometry (Å):
H (-1.24268, 2.96518, 0.10722)
N (-0.48023, 1.68637, -1.40584)
B (0.26654, 0.76680, -3.64074)
N (0.08400, 1.94776, -2.64419)
C (0.13787, 3.28654, -2.84432)
Pd (-0.80103, -0.66712, -0.65306)
H (0.52155, 3.70859, -3.75766)
C (-0.43763, 3.90577, -1.75538)
H (-0.59011, 4.95973, -1.57384)
C (-0.80108, 2.86751, -0.87786)
H (0.56401, 1.15261, -4.72675)
C (-2.38085, -0.93745, 0.54582)
H (-2.77218, -0.05020, 1.00519)
H (-1.93244, -1.65227, 1.24027)
H (-3.17259, -1.28544, -0.12514)
N (-1.12560, 0.06605, -3.60451)
N (1.26807, -0.29502, -3.10877)
N (-1.68678, -0.40355, -2.40253)
N (1.01038, -0.96823, -1.89761)
C (-2.08221, 0.03024, -4.53151)
C (2.41770, -0.77697, -3.59578)
H (-1.87354, 0.38897, -5.54346)
H (2.82074, -0.44862, -4.54376)
C (-3.23576, -0.44386, -3.97792)
C (2.88063, -1.79707, -2.78875)
C (-2.97578, -0.70514, -2.66337)
C (2.02097, -1.86470, -1.70270)
H (-4.19663, -0.57168, -4.47246)
H (3.72758, -2.43934, -2.90253)
H (-3.63232, -1.03607, -1.86957)
H (2.00777, -2.49827, -0.82890)
H (0.01269, -1.91296, -1.33422)
C (-0.75414, -1.90046, 3.58201)
Si (0.67767, -1.82582, 2.35121)
C (2.27886, -1.87908, 3.33038)
C (0.59263, -3.40007, 1.33093)
C (0.52808, -0.31574, 1.21261)
Si (0.38110, 1.27169, 2.24970)
C (0.93096, 1.21039, 4.06603)
C (1.50483, 2.60569, 1.52914)
C (-1.39754, 1.87731, 2.37194)
H (-0.91244, -2.96179, 3.82771)
H (-1.69787, -1.49584, 3.20049)
H (-0.52179, -1.38092, 4.51901)
H (2.30509, -2.84530, 3.85967)
H (3.14044, -1.82724, 2.64898)
H (2.35989, -1.06919, 4.06630)
H (-0.01131, -3.30428, 0.42105)
H (1.59397, -3.71595, 1.01617)
H (0.14758, -4.20193, 1.93803)
H (1.46459, -0.21461, 0.61454)
H (1.99317, 0.95283, 4.16079)
H (0.79670, 2.22492, 4.47815)
H (0.34505, 0.51939, 4.68457)
H (1.70747, 2.43973, 0.46522)
H (1.06793, 3.60706, 1.65616)
H (2.46917, 2.59956, 2.05753)
H (-2.03368, 1.52499, 1.55777)
H (-1.84778, 1.55009, 3.32054)
H (-1.42968, 2.97639, 2.35802)

- lowest unoccupied orbital energy (spin up / spin down) (eV) = -6.71 / -10.88
- 2S+1 = 5
- gap between HOMO and LUMO (spin up / spin down) (eV) = 6.170 / 4.406
- max |F| (eV Å⁻¹) = 3.8
- expectation value of S² = 6.025
- net charge = +2

=====

# 2
C17H33BrClFMgN4O10PS | ωB97M-V/def2-TZVPD

Geometry (Å):
C (0.77498, -1.82924, 2.08909)
N (0.88234, -0.46664, 1.54340)
N (1.73794, 0.38814, 2.26383)
C (0.24565, -0.09925, 0.50074)
N (-0.61546, -0.93084, -0.20787)
C (-1.94021, -1.15340, 0.43960)
C (-3.11995, -0.52002, -0.33796)
C (-3.95513, 0.40306, 0.56562)
F (-5.15300, -0.22015, 0.83672)
N (0.42296, 1.22965, 0.10320)
P (1.18673, 1.46282, -1.46394)
O (0.61008, 0.38009, -2.60082)
Cl (3.19399, 0.92990, -1.31929)
H (1.65817, -2.06541, 2.66216)
H (-0.08776, -1.82797, 2.74819)
H (0.57222, -2.54380, 1.29991)
H (2.33321, 0.90700, 1.63052)
H (1.11189, 1.03617, 2.80412)
H (-0.16193, -1.78904, -0.48604)
H (-2.04805, -2.22876, 0.57445)
H (-1.87680, -0.75350, 1.44675)
H (-3.77234, -1.31694, -0.68173)
H (-2.69369, 0.03464, -1.16900)
H (-4.11581, 1.34770, 0.04804)
H (-3.46465, 0.62200, 1.51596)
H (-0.45954, 1.73263, 0.06514)
H (-0.35902, 0.34648, -2.58391)
C (-0.97748, 1.98059, -5.11505)
C (-0.72067, 2.60971, -6.26959)
C (-1.82098, 2.97200, -7.22363)
O (-1.53852, 3.55670, -8.24503)
C (-3.18664, 2.59389, -6.86974)
C (-3.43297, 1.96307, -5.71670)
C (-2.33406, 1.62880, -4.75809)
O (-2.61017, 1.06590, -3.70410)
O (-4.66383, 1.59946, -5.35904)
O (0.50532, 2.94536, -6.63049)
H (-0.20895, 1.70955, -4.40809)
H (-3.97049, 2.84350, -7.57054)
H (-4.57347, 1.16649, -4.49277)
H (0.41679, 3.38578, -7.49754)
C (6.43526, 0.22501, -0.22542)
S (7.53626, 0.75921, 1.09441)
O (7.15906, 2.15742, 1.43882)
C (9.02335, 0.83769, 0.09724)
H (5.43055, 0.15216, 0.18504)
H (6.44660, 0.95411, -1.03658)
H (6.74868, -0.75238, -0.59240)
H (8.87804, 1.52761, -0.73520)
H (9.26724, -0.15704, -0.27601)
H (9.83337, 1.19418, 0.73125)
Br (-0.86130, 0.68189, 3.26209)
Mg (-3.08279, 1.05538, 4.75082)
C (10.76684, 2.24656, 3.02865)
O (11.19917, 1.22480, 2.32172)
H (10.53779, 2.03071, 4.10632)
H (11.46354, 3.11182, 3.11792)
H (9.82193, 2.72205, 2.68332)
C (-7.37226, -5.90036, 4.17811)
O (-6.24576, -5.01978, 4.26230)
C (-6.52238, -3.75494, 3.98134)
O (-7.59069, -3.31150, 3.67624)
O (-5.38999, -3.04786, 4.09777)
C (-5.54903, -1.66380, 3.82048)
H (-7.01863, -6.89586, 4.42819)
H (-8.14053, -5.60996, 4.89147)
H (-7.77504, -5.91294, 3.16750)
H (-6.24728, -1.20474, 4.51973)
H (-5.87898, -1.50578, 2.79474)
H (-4.56484, -1.20366, 3.94931)

- lowest unoccupied orbital energy (eV) = -7.43
- gap between HOMO and LUMO (eV) = 1.005
- max |F| (eV Å⁻¹) = 3.6
- net charge = +1

=====

# 3
C17H33F3NO5S2 | ωB97M-V/def2-TZVPD

Geometry (Å):
F (0.56408, -2.02592, 1.79225)
C (-0.31058, -2.93132, 2.10941)
F (-0.04707, -3.33545, 3.31120)
F (-0.15037, -3.93729, 1.28986)
C (-1.71641, -2.37546, 2.02389)
O (-1.83975, -1.66674, 0.81930)
C (-2.54848, -0.42295, 0.93468)
C (-3.76236, -0.47517, 0.02311)
C (-5.07319, -0.98856, 0.63217)
C (-5.33740, -0.57585, 2.07992)
C (-6.69175, -1.08185, 2.59642)
C (-7.04558, -2.50217, 2.18294)
N (-6.66020, -2.82744, 0.77730)
C (-5.24391, -2.48385, 0.45174)
H (-2.37056, -3.24817, 1.99897)
H (-1.85561, -1.77485, 2.91907)
H (-1.89990, 0.34974, 0.52204)
H (-2.75043, -0.12400, 1.95644)
H (-3.93249, 0.47930, -0.45878)
H (-3.49718, -1.16076, -0.77396)
H (-5.88260, -0.54938, 0.04309)
H (-4.55799, -0.95421, 2.72789)
H (-5.34528, 0.50746, 2.11436)
H (-7.48179, -0.41354, 2.27519)
H (-6.71657, -1.06867, 3.67698)
H (-6.66746, -3.25715, 2.85386)
H (-8.12243, -2.59806, 2.23591)
H (-6.76789, -3.83795, 0.65886)
H (-7.31897, -2.39599, 0.12705)
H (-4.54274, -3.07255, 1.02863)
H (-5.12683, -2.68524, -0.60345)
C (2.67450, 1.35841, -2.09829)
C (2.88230, -0.07200, -1.58757)
C (1.51207, -0.61318, -1.16070)
S (0.30164, 0.24716, -2.17084)
O (-0.51843, 1.06571, -1.30420)
O (-0.29102, -0.67726, -3.10611)
C (1.46738, 1.29262, -3.03059)
H (3.55170, 1.73514, -2.61456)
H (2.46590, 2.02207, -1.26175)
H (3.28713, -0.69139, -2.39159)
H (3.59049, -0.10529, -0.75995)
H (1.42097, -1.68261, -1.33491)
H (1.29508, -0.38769, -0.11890)
H (1.01547, 2.26318, -3.22237)
H (1.71671, 0.80154, -3.97090)
C (7.72638, 3.60398, -0.01529)
C (8.00931, 2.35906, -0.86621)
C (6.66652, 1.87068, -1.42478)
S (5.61779, 3.32561, -1.54766)
O (4.52277, 3.18320, -0.62118)
O (5.39742, 3.64182, -2.93579)
C (6.79497, 4.47685, -0.85104)
H (8.64161, 4.13356, 0.24383)
H (7.23067, 3.31286, 0.91348)
H (8.67545, 2.62451, -1.68925)
H (8.49984, 1.57745, -0.28815)
H (6.77034, 1.42598, -2.41172)
H (6.18116, 1.16753, -0.74974)
H (6.26646, 5.22957, -0.27081)
H (7.32708, 4.94495, -1.67881)

- lowest unoccupied orbital energy (eV) = -3.14
- gap between HOMO and LUMO (eV) = 8.680
- max |F| (eV Å⁻¹) = 2.5
- net charge = +1

=====

Copy entry 3 word for word.
C17H33F3NO5S2 | ωB97M-V/def2-TZVPD

Geometry (Å):
F (0.56408, -2.02592, 1.79225)
C (-0.31058, -2.93132, 2.10941)
F (-0.04707, -3.33545, 3.31120)
F (-0.15037, -3.93729, 1.28986)
C (-1.71641, -2.37546, 2.02389)
O (-1.83975, -1.66674, 0.81930)
C (-2.54848, -0.42295, 0.93468)
C (-3.76236, -0.47517, 0.02311)
C (-5.07319, -0.98856, 0.63217)
C (-5.33740, -0.57585, 2.07992)
C (-6.69175, -1.08185, 2.59642)
C (-7.04558, -2.50217, 2.18294)
N (-6.66020, -2.82744, 0.77730)
C (-5.24391, -2.48385, 0.45174)
H (-2.37056, -3.24817, 1.99897)
H (-1.85561, -1.77485, 2.91907)
H (-1.89990, 0.34974, 0.52204)
H (-2.75043, -0.12400, 1.95644)
H (-3.93249, 0.47930, -0.45878)
H (-3.49718, -1.16076, -0.77396)
H (-5.88260, -0.54938, 0.04309)
H (-4.55799, -0.95421, 2.72789)
H (-5.34528, 0.50746, 2.11436)
H (-7.48179, -0.41354, 2.27519)
H (-6.71657, -1.06867, 3.67698)
H (-6.66746, -3.25715, 2.85386)
H (-8.12243, -2.59806, 2.23591)
H (-6.76789, -3.83795, 0.65886)
H (-7.31897, -2.39599, 0.12705)
H (-4.54274, -3.07255, 1.02863)
H (-5.12683, -2.68524, -0.60345)
C (2.67450, 1.35841, -2.09829)
C (2.88230, -0.07200, -1.58757)
C (1.51207, -0.61318, -1.16070)
S (0.30164, 0.24716, -2.17084)
O (-0.51843, 1.06571, -1.30420)
O (-0.29102, -0.67726, -3.10611)
C (1.46738, 1.29262, -3.03059)
H (3.55170, 1.73514, -2.61456)
H (2.46590, 2.02207, -1.26175)
H (3.28713, -0.69139, -2.39159)
H (3.59049, -0.10529, -0.75995)
H (1.42097, -1.68261, -1.33491)
H (1.29508, -0.38769, -0.11890)
H (1.01547, 2.26318, -3.22237)
H (1.71671, 0.80154, -3.97090)
C (7.72638, 3.60398, -0.01529)
C (8.00931, 2.35906, -0.86621)
C (6.66652, 1.87068, -1.42478)
S (5.61779, 3.32561, -1.54766)
O (4.52277, 3.18320, -0.62118)
O (5.39742, 3.64182, -2.93579)
C (6.79497, 4.47685, -0.85104)
H (8.64161, 4.13356, 0.24383)
H (7.23067, 3.31286, 0.91348)
H (8.67545, 2.62451, -1.68925)
H (8.49984, 1.57745, -0.28815)
H (6.77034, 1.42598, -2.41172)
H (6.18116, 1.16753, -0.74974)
H (6.26646, 5.22957, -0.27081)
H (7.32708, 4.94495, -1.67881)

- lowest unoccupied orbital energy (eV) = -3.14
- gap between HOMO and LUMO (eV) = 8.680
- max |F| (eV Å⁻¹) = 2.5
- net charge = +1

=====

max |F| of number 2 (C17H33BrClFMgN4O10PS)?
3.6 eV Å⁻¹

=====

The lowest max |F| belongs to which entry?
C17H33F3NO5S2

=====

Which formula does entry 3 have?
C17H33F3NO5S2